1.
Formula: C17H24N4O15P2PtS2
Source: OMol25
Level of theory: ωB97M-V with the def2-TZVPD basis set

Atoms and positions in Å:
Pt 1.38 -2.02 -1.68
S 0.43 -1.52 1.43
S -3.31 2.57 0.95
P 2.29 -3.32 -4.31
P 1.07 -4.86 -2.26
O 0.04 -3.77 -2.16
O 1.72 -1.98 -3.85
O 0.18 -2.29 2.63
O -4.54 -0.85 -2.37
O -4.35 1.97 0.16
O 1.18 -4.14 -5.15
O 3.20 -0.83 -0.94
O 3.56 -3.31 -5.06
O -3.48 3.97 1.32
O 0.70 -6.10 -2.98
O 4.71 -0.96 0.72
O -4.34 1.26 -2.67
O -0.75 -1.03 0.73
O 2.44 -4.23 -2.91
O 1.63 -5.22 -0.78
N -0.43 -0.72 -2.23
N -3.88 0.16 -2.40
N -1.63 1.13 -2.07
N 1.38 -2.24 0.41
C -1.73 2.43 0.08
C 1.37 1.63 3.79
C -1.93 2.43 -1.44
C -3.09 1.63 2.47
C -1.72 -1.08 -2.23
C 2.17 2.15 1.60
C -2.50 0.05 -2.15
C 1.93 2.55 2.91
C 1.80 0.89 1.16
C 2.77 -2.38 0.84
C 3.66 -1.30 0.17
C 1.21 0.00 2.04
C -0.38 0.59 -2.09
C -4.45 1.46 3.12
C 0.87 1.39 -2.21
C 2.27 3.94 3.37
C 1.01 0.36 3.36
H 3.18 3.94 3.99
H -5.10 0.87 2.47
H -2.63 0.69 2.19
H 1.99 0.57 0.14
H -4.93 2.42 3.29
H -2.02 -2.11 -2.34
H 0.56 -0.36 4.03
H -1.14 3.27 0.44
H -2.40 2.22 3.07
H 3.14 -3.36 0.53
H 1.87 -6.16 -0.80
H -1.29 3.17 -1.91
H -1.29 1.49 0.42
H 2.87 -2.30 1.93
H 2.64 2.84 0.90
H 1.46 4.34 3.97
H -4.34 0.94 4.08
H 2.44 4.61 2.53
H 0.92 1.83 -3.21
H 1.72 0.71 -2.10
H 1.20 1.92 4.83
H -2.96 2.66 -1.67
H 0.93 2.19 -1.48
H 0.72 -4.81 -4.61

As for the total charge: -2. For the LUMO energy (alpha / beta), the calculation gives 3.70 / 3.70 eV. The HOMO-LUMO gap (alpha / beta) comes out at 5.40 / 6.60 eV. The spin multiplicity is 3.

***

2.
Formula: C6H24
Source: OMol25
Level of theory: ωB97M-V with the def2-TZVPD basis set

Atoms and positions in Å:
C -2.11 -3.56 0.49
C -5.52 1.73 1.27
C 5.25 2.53 -2.43
C 1.09 -0.59 5.40
C 5.96 -2.19 -0.54
C -4.61 1.98 -4.15
H -5.58 2.16 -4.60
H 5.83 3.43 -2.57
H -1.10 -3.95 0.45
H 0.25 -0.19 5.95
H -4.57 1.53 0.78
H 0.86 -1.63 5.24
H 2.03 -0.43 5.92
H -6.18 2.28 0.59
H 6.31 -1.95 -1.54
H 5.11 -2.84 -0.75
H -4.26 2.96 -3.82
H -6.09 0.84 1.52
H 5.55 -1.27 -0.13
H 4.47 2.71 -1.70
H -3.92 1.62 -4.90
H 4.81 2.21 -3.38
H 1.26 -0.01 4.49
H -4.76 1.30 -3.33
H -2.59 -3.50 -0.48
H 6.71 -2.53 0.16
H -2.75 -4.17 1.13
H -5.30 2.41 2.09
H 5.86 1.69 -2.10
H -1.98 -2.57 0.94

The SMILES is C.C.C.C.C.C. For the LUMO energy, the calculation gives 0.76 eV. The HOMO-LUMO gap comes out at 13.73 eV.

***

Sequential energy above the lowest of the compared OMol25 structures with the same formula, charge and spin output: 126.93, 26.07 kJ/mol